{
  "formula": "C10H15P",
  "method": "wB97M-V/def2-TZVPD",
  "elements": ["C", "C", "C", "C", "C", "C", "C", "C", "C", "C", "P", "H", "H", "H", "H", "H", "H", "H", "H", "H", "H", "H", "H", "H", "H", "H"],
  "coordinates": [[-0.991, -2.115, -3.387], [-2.068, -1.488, -2.788], [0.271, -2.057, -2.820], [-1.871, -0.776, -1.604], [0.487, -1.361, -1.629], [-0.614, -0.745, -1.085], [1.834, -1.306, -0.981], [0.950, 3.195, 2.423], [-0.548, 0.046, 3.056], [0.305, 2.184, 1.475], [0.835, 0.439, 1.884], [-1.135, -2.662, -4.307], [-3.053, -1.548, -3.226], [1.103, -2.559, -3.295], [-2.702, -0.276, -1.126], [2.568, -1.887, -1.535], [2.177, -0.276, -0.912], [1.766, -1.691, 0.036], [0.580, 4.195, 2.218], [0.723, 2.954, 3.458], [2.030, 3.192, 2.304], [-0.524, 0.725, 3.907], [-0.437, -0.975, 3.413], [-1.506, 0.145, 2.546], [0.608, 2.394, 0.447], [-0.785, 2.254, 1.529]],
  "forces_ev_per_angstrom": [[-0.0996, -0.1457, -0.2416], [0.0322, 0.0805, 0.0902], [0.0128, 0.0990, 0.1519], [-0.4285, 0.1213, 0.0676], [0.2011, -0.0624, -0.0016], [0.3036, -0.0397, 0.1558], [0.0936, -0.0582, 0.0681], [-0.0634, -0.1486, -0.1286], [0.3629, -0.0794, -0.2893], [0.1591, -0.3228, -0.0002], [-0.6258, 0.2621, -0.1266], [-0.0115, -0.0383, -0.0485], [-0.0758, 0.0203, -0.0390], [0.0581, -0.0246, -0.0212], [-0.0713, 0.0462, 0.0536], [0.0191, -0.0228, -0.0504], [0.0918, 0.0333, 0.0336], [0.1154, 0.0087, -0.0349], [-0.0095, 0.2009, 0.0059], [-0.0131, 0.0241, 0.1892], [0.1214, 0.0440, 0.0409], [-0.0404, 0.0624, 0.0904], [-0.0494, -0.0380, 0.0792], [-0.0696, 0.0076, 0.0249], [-0.0559, 0.0057, 0.0086], [0.0427, -0.0356, -0.0779]],
  "lumo_energy_ev": [-0.32, -0.08],
  "homo_lumo_gap_ev": [8.489, 7.639],
  "total_charge": 0,
  "multiplicity": 1,
  "homo_energy_ev": [-8.805, -7.723]
}


{
  "formula": "C10H16",
  "method": "wB97M-V/def2-TZVPD",
  "elements": ["C", "C", "H", "H", "H", "H", "H", "H", "C", "C", "C", "C", "C", "C", "C", "C", "H", "H", "H", "H", "H", "H", "H", "H", "H", "H"],
  "coordinates": [[3.139, 2.017, -2.679], [1.739, 2.601, -2.759], [3.882, 2.616, -2.358], [3.000, 1.149, -2.077], [3.660, 1.743, -3.732], [1.028, 1.927, -2.241], [1.258, 2.724, -3.790], [1.714, 3.491, -2.186], [-2.712, -1.294, 0.536], [-2.538, -1.791, -0.940], [-1.269, -0.729, 0.928], [-0.414, -0.172, -0.080], [-1.008, -0.813, 2.260], [0.971, -0.042, 0.239], [0.287, -0.389, 2.670], [1.282, -0.066, 1.678], [-3.441, -0.474, 0.714], [-2.676, -2.146, 1.319], [-3.336, -2.516, -1.048], [-0.861, -0.088, -1.104], [-1.674, -1.138, 2.959], [1.770, 0.236, -0.526], [0.551, -0.256, 3.729], [2.407, 0.085, 1.930], [-1.609, -2.331, -1.038], [-2.531, -0.960, -1.664]],
  "forces_ev_per_angstrom": [[-1.0429, -2.3838, -4.3052], [-1.3504, -0.8505, -1.2202], [2.0748, 2.3662, 1.9192], [0.8620, -0.8315, 0.3230], [-1.6881, 0.0304, 2.0132], [0.3966, 0.2398, -0.1933], [1.0528, 0.1782, 1.2719], [-0.3102, 1.2428, 0.2114], [3.4972, 0.1280, 0.4428], [-1.3188, -0.0169, 1.4273], [-2.0142, 0.2878, -1.0912], [-1.2736, -0.5954, -0.1866], [3.0644, 1.0961, -1.8142], [1.2667, 0.6540, 2.2703], [2.3546, 1.1820, -0.4137], [0.3862, -0.3937, -1.6166], [0.0297, -0.8871, -0.2675], [-1.2092, 1.1099, -1.5642], [-0.4155, -0.0201, -0.9877], [0.9974, -0.0236, 1.0333], [-1.9516, -1.0260, 1.6432], [-1.1752, -0.4762, 1.2206], [-0.0773, -0.2649, -0.4075], [-2.0799, -0.1475, -0.0705], [0.3412, -0.0667, 0.0924], [-0.4165, -0.5312, 0.2700]],
  "lumo_energy_ev": [3.68, 3.62],
  "homo_lumo_gap_ev": [2.860, 7.318],
  "total_charge": -1,
  "multiplicity": 2,
  "homo_energy_ev": [0.825, -3.700]
}


{
  "formula": "C10H16",
  "method": "wB97M-V/def2-TZVPD",
  "elements": ["C", "C", "H", "H", "H", "H", "H", "H", "C", "C", "C", "C", "C", "C", "C", "C", "H", "H", "H", "H", "H", "H", "H", "H", "H", "H"],
  "coordinates": [[-2.345, -1.210, 0.824], [-2.314, -1.040, -0.690], [-3.372, -1.115, 1.208], [-1.990, -2.180, 1.155], [-1.800, -0.422, 1.347], [-1.252, -0.936, -0.913], [-2.825, -0.139, -1.019], [-2.698, -1.870, -1.283], [1.164, -1.251, -0.165], [2.542, -1.537, 0.457], [0.932, 0.232, -0.268], [0.893, 0.958, 0.992], [0.575, 0.912, -1.407], [0.426, 2.291, 1.003], [0.221, 2.275, -1.422], [0.109, 2.948, -0.167], [1.066, -1.777, -1.114], [0.359, -1.724, 0.419], [2.478, -1.388, 1.527], [1.196, 0.519, 1.937], [0.484, 0.297, -2.303], [0.466, 2.828, 1.946], [-0.086, 2.729, -2.354], [-0.370, 3.924, -0.109], [3.243, -0.772, 0.123], [2.901, -2.551, 0.275]],
  "forces_ev_per_angstrom": [[-1.4084, 0.1882, 0.3299], [0.8629, 0.0355, 0.1960], [0.0249, -0.1687, -0.0570], [0.2609, -0.1116, -0.0290], [0.3482, -0.0796, -0.2831], [-0.1506, 0.1699, -0.5478], [0.0518, 0.1647, 0.0622], [-0.1699, -0.2120, 0.2943], [0.1633, 0.0257, -0.3198], [-0.4301, 0.1532, 0.1841], [-0.4012, 0.0308, 0.8627], [-0.0439, 0.2839, 0.1064], [-0.0031, -0.4552, -0.0865], [0.6693, -0.1686, -0.4079], [-0.1401, -0.4738, -0.1893], [-0.3877, 0.2579, 0.3636], [0.2342, 0.2806, -0.5225], [0.1847, 0.0978, 0.4370], [0.0098, -0.1087, 0.4145], [0.0506, -0.1902, -0.1384], [0.1290, 0.2562, -0.2078], [-0.4021, 0.0485, 0.0295], [-0.0468, 0.1358, -0.0042], [0.3052, 0.0754, -0.0698], [0.1978, -0.2586, -0.3100], [0.0911, 0.0229, -0.1069]],
  "lumo_energy_ev": [4.04, 3.85],
  "homo_lumo_gap_ev": [3.226, 7.293],
  "total_charge": -1,
  "multiplicity": 2,
  "homo_energy_ev": [0.814, -3.441]
}


{
  "formula": "C10H16",
  "method": "wB97M-V/def2-TZVPD",
  "elements": ["C", "C", "C", "C", "C", "C", "C", "C", "H", "H", "H", "H", "H", "H", "H", "H", "H", "H", "C", "C", "H", "H", "H", "H", "H", "H"],
  "coordinates": [[0.633, -0.559, 2.757], [0.896, 1.035, 2.883], [0.078, -0.941, 1.481], [-1.223, -0.477, 1.043], [0.628, -1.979, 0.724], [-1.685, -0.809, -0.220], [0.243, -2.236, -0.592], [-0.862, -1.549, -1.106], [1.523, -0.924, 3.032], [-0.011, -0.909, 3.580], [1.807, 1.557, 2.900], [-1.775, 0.436, 1.438], [1.630, -2.342, 1.143], [-2.519, -0.235, -0.531], [0.807, -3.022, -1.094], [-0.956, -1.748, -2.155], [0.578, 1.153, 3.984], [0.316, 1.692, 2.273], [-0.023, 1.292, -3.390], [-0.018, 1.696, -1.992], [-0.608, 1.934, -4.073], [0.958, 1.420, -3.900], [-0.254, 0.263, -3.519], [0.390, 0.767, -1.389], [-1.125, 1.928, -1.563], [0.572, 2.556, -1.711]],
  "forces_ev_per_angstrom": [[-1.5986, 3.8757, 0.7323], [-2.5805, -1.2573, 3.3327], [-2.7872, -1.4433, -1.6896], [1.1728, 1.3083, -0.0699], [2.2754, 0.9612, 0.8243], [1.8922, -0.0750, -0.7120], [-0.4190, 0.0983, 1.1549], [0.3785, -1.3332, 0.9373], [3.5110, -2.1152, 0.2058], [-0.2141, 0.6141, -0.2813], [2.1545, -0.6384, -0.4389], [0.8909, -1.5733, 0.3791], [-1.5795, -0.0027, -0.8126], [-0.8396, 0.0207, -0.6915], [-0.2535, 0.5188, -0.4773], [-1.1016, 0.3760, -0.4103], [0.1177, 0.6079, -1.5413], [-1.0994, -0.0562, -0.4384], [1.0878, 1.3440, -3.0315], [-1.7884, -1.3142, 3.9667], [-0.4313, -0.4246, 0.5032], [-0.0798, -0.2592, 0.7199], [-0.6244, -0.8186, -0.2063], [-0.8209, 2.0531, -0.7380], [2.4791, -0.7190, -0.9744], [0.2578, 0.2520, -0.2429]],
  "lumo_energy_ev": 0.89,
  "homo_lumo_gap_ev": 9.732,
  "smiles": "CCc1ccccc1.CC",
  "total_charge": 0,
  "multiplicity": 1,
  "homo_energy_ev": -8.842
}